C33H42AsN3O2RuSSi2 | wB97M-V/def2-TZVPD

Cartesian coordinates (Å):
Ru  -0.4098  -0.3439  -0.6529
C  2.8579  -2.4940  -1.7729
Si  1.9003  -1.0255  -0.9483
C  1.7769  0.2654  -2.4096
C  2.6658  -0.8383  0.8130
C  4.0456  -0.8536  0.9783
C  4.6051  -0.7940  2.2443
C  3.7822  -0.7202  3.3553
C  2.4075  -0.6893  3.1947
C  1.8297  -0.7475  1.9332
Si  -0.0883  -0.6238  1.7033
C  -0.7096  0.7212  2.9447
C  -0.9410  -2.2989  2.2425
H  3.8400  -2.1467  -2.0853
H  2.3360  -2.8487  -2.6605
H  3.0188  -3.3400  -1.1096
H  2.7494  0.4159  -2.8681
H  1.4050  1.2357  -2.0779
H  1.1016  -0.1309  -3.1740
H  4.6894  -0.8921  0.1122
H  5.6796  -0.7942  2.3631
H  4.2113  -0.6797  4.3451
H  1.7733  -0.6281  4.0665
H  -0.2529  0.5868  3.9202
H  -1.7872  0.6757  3.0693
H  -0.4714  1.7175  2.5876
H  -0.3332  -2.8200  2.9725
H  -1.0781  -2.9568  1.3857
H  -1.9173  -2.1255  2.6836
C  0.8028  4.3082  2.7372
O  0.7860  4.1547  1.3353
C  1.8267  3.5149  0.7399
C  2.8186  2.8379  1.4356
C  3.8991  2.2659  0.7856
C  4.0057  2.3546  -0.5894
C  3.0425  3.0401  -1.2979
C  1.9363  3.6167  -0.6662
N  1.0887  4.3731  -1.4556
C  -0.1803  4.8017  -1.2653
C  -1.2259  4.2106  -0.5372
C  -2.3475  5.0033  -0.2180
C  -3.4242  4.5093  0.4876
C  -3.4210  3.1848  0.9174
C  -2.3705  2.3593  0.5840
C  -1.2610  2.8042  -0.1729
O  -0.3727  1.9808  -0.5971
H  -0.0920  4.8793  2.9810
H  1.6908  4.8578  3.0635
H  0.7662  3.3431  3.2500
H  2.7707  2.7782  2.5090
H  4.6628  1.7761  1.3653
H  4.8472  1.9115  -1.0962
H  3.1448  3.1606  -2.3667
H  1.5418  4.7301  -2.2906
H  -0.4222  5.7076  -1.8076
H  -2.3410  6.0425  -0.5171
H  -4.2629  5.1455  0.7159
H  -4.2424  2.8042  1.5041
H  -2.3621  1.3170  0.8830
C  0.1848  -5.5838  -3.0754
As  -0.6526  -4.4778  -1.7105
C  -2.4204  -5.2732  -1.5284
C  0.3254  -4.9496  -0.0762
S  -0.7487  -2.4934  -2.4520
H  0.0688  -6.6332  -2.8016
H  1.2473  -5.3487  -3.1510
H  -0.2924  -5.4099  -4.0418
H  -2.2999  -6.3378  -1.3324
H  -2.9666  -5.1397  -2.4640
H  -2.9959  -4.8257  -0.7190
H  0.7593  -5.9361  -0.2287
H  -0.3605  -5.0029  0.7663
H  1.1166  -4.2344  0.1404
N  -5.7136  -3.8722  -0.1053
C  -5.2579  -2.8752  -0.4510
C  -4.6172  -1.7030  -0.8772
C  -5.2300  -0.7632  -1.7327
C  -4.4902  0.3306  -2.1268
C  -3.1746  0.4667  -1.6951
N  -2.6077  -0.4154  -0.8542
C  -3.3090  -1.4600  -0.4529
H  -6.2462  -0.9102  -2.0617
H  -4.9148  1.0838  -2.7707
H  -2.5670  1.3076  -2.0115
H  -2.8262  -2.1399  0.2413

Calculated values
HOMO-LUMO gap (alpha / beta) = 0.24296 / 0.25236 Eh
Largest force on an atom = 2.2 eV Å⁻¹
2S+1 = 2
E = -133472.517 eV
Charge = +1

Charges computed using Mulliken, reported in e: Ru -0.083; C -1.249; Si 0.786; C -1.055; C 0.308; C -0.734; C -0.625; C -0.772; C -0.466; C 0.159; Si 1.750; C -0.879; C -1.041; H 0.503; H 0.251; H 0.356; H 0.419; H 0.022; H 0.495; H 0.364; H 0.448; H 0.426; H 0.394; H 0.567; H 0.327; H -0.233; H 0.468; H -0.327; H 0.445; C -1.045; O -0.256; C 1.287; C -0.483; C -0.809; C -0.756; C -0.776; C 0.021; N 0.103; C -1.110; C 0.594; C -0.738; C -1.148; C -0.881; C -0.136; C 0.865; O -0.518; H 0.242; H 0.387; H 0.349; H 0.390; H 0.635; H 0.424; H 0.284; H 0.376; H 0.517; H 0.447; H 0.403; H 0.540; H 0.434; C -1.155; As 0.761; C -1.114; C -0.985; S -0.388; H 0.407; H 0.340; H 0.393; H 0.436; H 0.368; H 0.301; H 0.460; H 0.445; H 0.126; N -0.497; C -0.222; C 0.283; C -0.440; C -1.075; C -0.454; N 0.493; C -0.155; H 0.537; H 0.482; H 0.559; H 0.428